# 1
Density functional theory data (ωB97M-V/def2-TZVPD) for the ion C3H3N2O with charge +1 in a non-equilibrium geometry.

energy above the lowest of the compared OMol25 structures with the same formula, charge and spin: 20.3 kJ/mol
E_HOMO (spin up / spin down): -0.504 / -0.595 Ha
orbital gap (spin up / spin down): 9.05 / 7.56 eV

Structure (ORCA input):
```
! RIJCOSX wB97M-V def2-TZVPD def2/J DEFGRID3
* xyz 1 3
C 0.943 0.915 0.347
C -1.166 -0.201 -0.024
C 1.987 0.106 -0.040
N -0.346 0.667 0.455
N -1.942 -1.098 0.331
O 2.884 -0.528 -0.302
H 1.292 1.848 0.577
H -1.169 -0.011 -1.042
H -2.483 -1.698 -0.302
*
```

natural (NBO) atomic charge list, values in e, 4 entries:
1. C -0.18
2. C 0.26
3. C 0.75
4. N -0.30



# 2
Density functional theory data (ωB97M-V/def2-TZVPD) for a structure of composition C30H39MnN9O2S2Sb2.

energy above the lowest of the compared OMol25 structures with the same formula, charge and spin: 17.3 kJ/mol
E_HOMO (spin up / spin down): -0.277 / -0.279 Ha
orbital gap (spin up / spin down): 7.59 / 7.62 eV

Structure (ORCA input):
```
! RIJCOSX wB97M-V def2-TZVPD def2/J DEFGRID3
* xyz 0 6
Mn 0.944 -0.456 -0.360
C 0.034 -5.357 -0.734
Sb -0.199 -3.343 -0.044
C -2.040 -2.976 -1.086
C -1.003 -3.859 1.919
C -2.482 -3.708 2.039
C -3.308 -4.740 1.595
C -4.687 -4.641 1.634
C -5.275 -3.486 2.133
C -4.467 -2.459 2.593
C -3.075 -2.546 2.560
C -2.268 -1.396 3.090
Sb -1.416 -0.125 1.569
C -3.316 0.404 0.689
C -1.201 1.561 2.857
H -0.945 -5.833 -0.773
H 0.680 -5.901 -0.047
H 0.486 -5.366 -1.723
H -2.736 -3.803 -0.956
H -1.799 -2.855 -2.142
H -2.504 -2.058 -0.727
H -0.451 -3.260 2.641
H -0.712 -4.902 2.049
H -2.846 -5.643 1.210
H -5.300 -5.461 1.284
H -6.352 -3.390 2.178
H -4.921 -1.564 3.002
H -1.439 -1.712 3.723
H -2.904 -0.728 3.671
H -3.870 1.079 1.342
H -3.902 -0.504 0.543
H -3.166 0.878 -0.279
H -2.185 1.970 3.083
H -0.573 2.323 2.400
H -0.712 1.225 3.769
O 1.461 1.671 -0.346
S 1.699 3.155 -0.297
C 0.032 3.913 -0.152
C -0.987 3.050 -0.875
C -0.839 3.093 -2.394
C -1.686 2.047 -3.110
S -0.975 0.386 -3.245
O -0.488 0.009 -1.866
C 0.443 0.770 -4.246
C 1.696 0.937 -3.687
C 2.773 1.186 -4.528
C 2.584 1.276 -5.897
C 1.317 1.101 -6.445
C 0.240 0.829 -5.621
C 2.317 3.538 1.326
C 2.415 2.534 2.272
C 2.907 2.851 3.532
C 3.290 4.152 3.820
C 3.197 5.146 2.853
C 2.716 4.843 1.590
H 0.133 4.900 -0.608
H -0.204 4.033 0.904
H -1.989 3.373 -0.578
H -0.878 2.020 -0.534
H 0.208 2.971 -2.687
H -1.142 4.080 -2.756
H -1.873 2.312 -4.153
H -2.656 1.907 -2.629
H 1.849 0.854 -2.620
H 3.763 1.281 -4.103
H 3.428 1.460 -6.546
H 1.176 1.148 -7.516
H -0.741 0.648 -6.045
H 2.119 1.526 2.031
H 2.989 2.066 4.272
H 3.675 4.394 4.802
H 3.514 6.156 3.079
H 2.666 5.607 0.824
N 4.125 -1.171 0.901
C 3.918 -1.381 -0.450
N 4.866 -1.821 -1.255
N 4.272 -1.869 -2.466
N 3.046 -1.498 -2.389
N 2.775 -1.155 -1.101
C 3.133 -0.997 1.837
N 3.356 -0.987 3.146
N 2.139 -0.802 3.685
N 1.246 -0.697 2.765
N 1.849 -0.801 1.552
H 5.036 -1.415 1.252
*
```

Löwdin atomic charge list, values in e, 4 entries:
1. Mn 0.54
2. C -0.33
3. Sb 1.35
4. C -0.31



# 3
Density functional theory data (ωB97M-V/def2-TZVPD) for a structure of composition C44H44BClN6PS4Sc.

energy above the lowest of the compared OMol25 structures with the same formula, charge and spin: 125.3 kJ/mol
E_HOMO: -0.469 Ha
orbital gap: 6.74 eV

Structure (ORCA input):
```
! RIJCOSX wB97M-V def2-TZVPD def2/J DEFGRID3
* xyz 2 1
Sc 0.306 0.175 0.130
Cl 0.820 0.276 2.646
C 1.167 1.931 3.210
C 1.388 2.021 4.572
C 1.731 3.253 5.101
C 1.874 4.351 4.263
C 1.658 4.217 2.901
C 1.258 3.002 2.335
P 1.068 2.820 0.518
C -0.142 4.010 -0.123
C -0.831 3.625 -1.274
C -1.704 4.493 -1.913
C -1.906 5.763 -1.393
C -1.229 6.159 -0.246
C -0.345 5.293 0.380
C 2.658 3.487 -0.066
C 2.705 4.320 -1.181
C 3.929 4.771 -1.663
C 5.105 4.397 -1.033
C 5.062 3.568 0.083
C 3.846 3.112 0.562
H 1.314 1.144 5.201
H 1.917 3.344 6.163
H 2.178 5.307 4.666
H 1.851 5.062 2.255
H -0.687 2.635 -1.690
H -2.225 4.179 -2.807
H -2.589 6.446 -1.881
H -1.383 7.150 0.159
H 0.170 5.634 1.266
H 1.792 4.630 -1.674
H 3.958 5.426 -2.525
H 6.056 4.755 -1.404
H 5.979 3.274 0.576
H 3.830 2.461 1.429
C 1.671 -3.200 2.683
N 2.622 -3.027 1.595
C 3.978 -3.279 1.682
C 4.470 -3.147 0.432
N 3.426 -2.829 -0.412
B 3.601 -2.911 -1.970
N 2.863 -1.749 -2.745
C 2.588 -1.926 -4.086
C 2.058 -0.782 -4.563
N 2.010 0.097 -3.501
C 1.493 1.454 -3.566
C 2.492 -0.523 -2.397
S 2.663 0.285 -0.862
C 2.313 -2.747 0.310
S 0.703 -2.388 -0.226
H 2.215 -3.176 3.623
H 1.154 -4.154 2.586
H 0.929 -2.407 2.664
H 4.454 -3.540 2.610
H 5.472 -3.269 0.059
H 3.109 -3.943 -2.363
H 4.785 -2.834 -2.192
H 2.809 -2.854 -4.584
H 1.734 -0.507 -5.551
H 1.303 1.695 -4.608
H 2.214 2.154 -3.150
H 0.555 1.549 -3.021
S -1.857 1.842 1.075
C -2.941 0.871 1.909
N -3.962 1.362 2.566
C -4.877 0.485 3.311
C -4.099 -0.646 3.905
N -3.385 -1.347 2.820
C -3.255 -2.838 2.831
C -3.970 -3.490 3.975
C -3.345 -3.620 5.212
C -4.012 -4.208 6.277
C -5.310 -4.675 6.106
C -5.936 -4.559 4.872
C -5.266 -3.968 3.808
C -2.805 -0.647 1.870
S -1.934 -1.373 0.644
C -4.265 2.803 2.652
C -3.864 3.369 3.991
C -4.793 4.096 4.725
C -4.448 4.643 5.954
C -3.171 4.456 6.460
C -2.238 3.725 5.731
C -2.579 3.186 4.499
H -5.660 0.125 2.639
H -5.336 1.078 4.099
H -4.762 -1.348 4.400
H -3.378 -0.278 4.638
H -2.186 -3.060 2.849
H -3.631 -3.200 1.875
H -2.326 -3.268 5.343
H -3.519 -4.313 7.234
H -5.829 -5.142 6.933
H -6.940 -4.936 4.734
H -5.750 -3.889 2.841
H -5.344 2.899 2.523
H -3.775 3.304 1.823
H -5.795 4.241 4.335
H -5.180 5.208 6.516
H -2.901 4.876 7.420
H -1.239 3.581 6.122
H -1.837 2.635 3.927
*
```

Löwdin atomic charge list, values in e, 4 entries:
1. Sc 0.28
2. Cl 0.75
3. C -0.57
4. C -0.10



# 4
Density functional theory data (ωB97M-V/def2-TZVPD) for the molecule C2H2ClN3O in a non-equilibrium geometry.

energy above the lowest of the compared OMol25 structures with the same formula, charge and spin: 389.8 kJ/mol
E_HOMO: -0.356 Ha
orbital gap: 9.78 eV
structure (SMILES): On1nncc1Cl

Structure (ORCA input):
```
! RIJCOSX wB97M-V def2-TZVPD def2/J DEFGRID3
* xyz 0 1
C 1.035 0.425 -0.805
C 0.448 -0.721 -0.289
H -1.374 0.254 1.954
H 1.895 0.418 -1.540
N -0.558 -0.171 0.485
N -0.770 1.210 0.230
N 0.305 1.596 -0.489
O -1.538 -0.636 1.177
Cl 0.557 -2.376 -0.723
*
```

natural (NBO) atomic charge list, values in e, 4 entries:
1. C -0.14
2. C 0.03
3. H 0.51
4. H 0.23